Entry 1:
{"formula": "C53H40Br2ClFN3O2PW", "method": "ωB97M-V with the def2-TZVPD basis set", "fmax_ev_per_a": 0.7, "multiplicity": 1, "homo_energy_ha": [-0.2071, -0.2071], "gap_ha": [0.1741, 0.1741], "de_lowest_kj_mol": 12.7, "elements": ["W", "Cl", "C", "C", "C", "C", "O", "C", "C", "N", "C", "C", "C", "C", "C", "C", "C", "C", "N", "C", "C", "H", "H", "H", "H", "H", "H", "H", "H", "H", "H", "C", "C", "C", "C", "C", "C", "C", "P", "C", "C", "C", "C", "C", "C", "C", "C", "C", "C", "C", "C", "C", "C", "H", "H", "H", "H", "H", "H", "H", "H", "H", "H", "H", "H", "H", "H", "H", "H", "H", "H", "H", "H", "C", "C", "C", "C", "C", "C", "Br", "C", "C", "Br", "C", "O", "C", "N", "H", "H", "H", "H", "H", "H", "F", "C", "C", "C", "C", "C", "C", "H", "H", "H", "H"], "coordinates": [[0.010920, 0.110286, -0.315330], [1.440644, 3.571553, -6.744999], [1.567266, 2.854646, -5.161731], [2.262085, 3.539145, -4.166177], [2.347467, 2.948316, -2.922564], [1.767330, 1.712000, -2.693173], [1.958422, 1.101570, -1.455018], [1.026080, 1.024486, -3.657436], [0.241948, -0.147367, -3.443256], [-0.263147, -0.572973, -2.268292], [-1.351887, -1.458027, -2.435988], [-1.496104, -2.425369, -3.394548], [-2.721822, -3.115478, -3.524267], [-3.799751, -2.808493, -2.742600], [-3.665523, -1.833980, -1.723265], [-4.721599, -1.392521, -0.892139], [-4.465186, -0.435936, 0.045449], [-3.147513, 0.019847, 0.232093], [-2.134356, -0.365092, -0.522489], [-2.419034, -1.232310, -1.543881], [0.960544, 1.646583, -4.927525], [2.724486, 4.493519, -4.370404], [2.898617, 3.424253, -2.119903], [-0.279109, -0.499055, -4.325973], [-0.672989, -2.658283, -4.056876], [-2.809242, -3.879509, -4.285878], [-4.751735, -3.305045, -2.881595], [-5.713075, -1.811128, -1.014689], [-5.241290, -0.060349, 0.697097], [-2.918733, 0.709079, 1.027574], [0.403621, 1.164378, -5.720900], [-1.650476, -3.634183, 0.175676], [-2.453899, -3.056241, 1.312223], [-3.681714, -3.648862, 1.595707], [-4.469202, -3.239145, 2.659878], [-4.020381, -2.224241, 3.486752], [-2.801528, -1.615845, 3.220581], [-2.015759, -1.997086, 2.134242], [-0.411178, -1.147552, 1.791591], [-0.008770, -0.304875, 3.390269], [0.991265, -0.849212, 4.195269], [1.351080, -0.273807, 5.405281], [0.710555, 0.873454, 5.833863], [-0.251266, 1.452464, 5.023160], [-0.613402, 0.898813, 3.799262], [-1.621081, 1.643661, 2.967105], [0.676883, -2.603706, 1.786772], [0.573313, -3.693772, 2.648937], [1.360206, -4.812402, 2.438940], [2.242277, -4.835825, 1.360288], [2.345058, -3.746933, 0.511587], [1.563496, -2.607197, 0.718683], [1.636195, -1.384662, -0.140783], [-2.314624, -4.056169, -0.580005], [-1.004275, -4.435655, 0.542776], [-1.002796, -2.899295, -0.299165], [-4.020956, -4.458917, 0.959100], [-5.418777, -3.723732, 2.849850], [-4.604435, -1.910752, 4.342668], [-2.442042, -0.846619, 3.890039], [1.518908, -1.733616, 3.872304], [2.133108, -0.725814, 6.001951], [0.974930, 1.334292, 6.777082], [-0.721950, 2.379421, 5.330242], [-1.650030, 2.692559, 3.262510], [-2.629295, 1.239060, 3.095798], [-1.356053, 1.589801, 1.912934], [-0.139189, -3.674319, 3.466506], [1.279573, -5.668304, 3.096623], [2.851333, -5.714168, 1.184115], [3.034018, -3.770299, -0.325420], [1.981823, -1.658033, -1.147399], [2.446611, -0.781123, 0.294021], [-2.127494, 1.987014, -2.703084], [-1.154902, 2.793276, -1.900885], [-0.933732, 4.118198, -2.337106], [-0.155054, 4.975170, -1.628272], [0.463776, 4.517884, -0.443870], [1.306515, 5.299183, 0.378936], [1.610527, 7.127181, -0.029657], [1.916675, 4.761606, 1.477774], [1.748092, 3.407533, 1.778673], [2.662301, 2.657162, 3.252087], [0.976612, 2.569627, 0.982852], [0.905918, 1.284370, 1.162929], [0.277110, 3.160576, -0.113412], [-0.536304, 2.305328, -0.827774], [-3.010918, 2.593656, -2.908457], [-2.437761, 1.082507, -2.202142], [-1.685262, 1.717253, -3.664114], [-1.415656, 4.438896, -3.251578], [0.025421, 5.983310, -1.974577], [2.557491, 5.368856, 2.101456], [7.244598, -0.053503, -0.569286], [5.944368, 0.234662, -0.786627], [5.267637, 1.004648, 0.133532], [3.931047, 1.302519, -0.100728], [3.316202, 0.807799, -1.232136], [4.005374, 0.035660, -2.153004], [5.339579, -0.255062, -1.930300], [5.775554, 1.369959, 1.015371], [3.372543, 1.904075, 0.597832], [3.493710, -0.334569, -3.032528], [5.911145, -0.854687, -2.625037]], "forces_ev_per_a": [[0.101, -0.355, -0.461], [0.002, 0.002, 0.005], [-0.038, -0.010, -0.039], [-0.009, 0.032, -0.002], [0.058, -0.035, 0.043], [-0.017, 0.023, -0.053], [-0.016, -0.051, 0.101], [-0.017, 0.121, -0.006], [0.004, -0.072, -0.194], [0.016, 0.199, 0.684], [-0.094, -0.039, 0.004], [0.131, 0.027, 0.004], [-0.094, -0.054, -0.015], [0.045, -0.051, 0.007], [-0.005, 0.066, -0.069], [-0.026, 0.001, 0.041], [-0.036, -0.124, 0.086], [0.096, 0.010, -0.147], [0.000, 0.001, 0.095], [-0.083, 0.038, -0.023], [0.022, -0.024, -0.059], [-0.002, 0.003, -0.004], [0.000, -0.005, 0.000], [0.039, 0.005, -0.060], [-0.004, 0.004, -0.010], [0.001, 0.003, 0.003], [0.001, 0.003, -0.005], [0.000, 0.017, -0.005], [0.003, 0.001, 0.006], [0.007, 0.043, -0.007], [0.001, 0.006, -0.010], [0.039, -0.049, 0.029], [-0.003, 0.041, 0.040], [-0.001, 0.027, -0.016], [-0.007, -0.019, 0.001], [0.013, 0.045, 0.002], [0.014, -0.006, -0.027], [-0.005, -0.032, -0.036], [-0.106, 0.038, -0.100], [0.026, 0.017, -0.014], [-0.003, 0.019, -0.018], [-0.006, -0.008, 0.020], [-0.004, 0.003, 0.015], [-0.034, -0.009, -0.012], [0.030, -0.002, 0.002], [-0.039, -0.001, 0.072], [0.006, -0.027, 0.006], [0.015, 0.026, 0.002], [-0.015, -0.004, 0.013], [-0.003, 0.002, -0.024], [-0.005, 0.008, 0.007], [-0.054, 0.013, -0.016], [0.026, 0.009, 0.074], [0.005, 0.008, 0.006], [0.000, 0.004, -0.003], [0.037, -0.013, 0.047], [0.000, -0.001, 0.003], [0.004, 0.000, 0.003], [-0.002, 0.008, -0.006], [-0.011, 0.014, 0.016], [-0.010, -0.027, -0.003], [-0.005, -0.002, 0.001], [0.002, 0.003, -0.001], [0.000, 0.000, 0.000], [-0.005, 0.005, 0.012], [-0.002, -0.001, -0.008], [0.005, -0.002, -0.053], [-0.004, -0.001, 0.003], [-0.003, 0.001, 0.001], [-0.004, -0.001, -0.001], [0.003, -0.003, 0.009], [0.000, 0.008, 0.034], [0.001, -0.035, -0.028], [-0.003, -0.050, -0.031], [0.027, -0.013, 0.179], [-0.035, 0.128, 0.032], [0.010, -0.043, -0.082], [0.070, -0.069, -0.022], [-0.029, 0.059, 0.049], [-0.004, -0.008, -0.007], [0.007, 0.022, -0.036], [0.000, -0.082, 0.027], [0.024, 0.031, -0.056], [0.098, -0.082, -0.028], [0.019, 0.072, -0.062], [-0.032, 0.019, 0.088], [-0.113, 0.129, -0.068], [0.008, 0.004, -0.001], [0.003, 0.025, 0.002], [0.005, -0.003, -0.018], [0.001, 0.002, 0.004], [-0.067, 0.025, 0.043], [-0.018, 0.005, 0.011], [-0.023, 0.006, -0.006], [0.015, -0.031, 0.010], [0.010, 0.004, -0.005], [-0.047, -0.002, -0.021], [0.127, 0.037, -0.010], [-0.052, -0.019, 0.011], [0.015, 0.000, -0.009], [-0.001, -0.002, 0.000], [-0.004, 0.000, 0.033], [0.009, -0.008, 0.006], [-0.002, -0.001, 0.001]]}

=====

Entry 2:
{"formula": "CH5NOS2", "method": "ωB97M-V with the def2-TZVPD basis set", "fmax_ev_per_a": 2.8, "multiplicity": 1, "homo_energy_ha": [-0.2740, -0.2740], "gap_ha": [0.2698, 0.2697], "de_lowest_kj_mol": 387.8, "elements": ["C", "N", "O", "S", "S", "H", "H", "H", "H", "H"], "coordinates": [[-1.055564, -0.154606, -0.192381], [1.199207, -1.017269, 0.048373], [0.031985, 2.413597, -0.762472], [0.201161, 0.259684, 1.096996], [0.763062, 2.347683, 0.525819], [-1.798691, -0.916688, 0.300493], [-0.486828, -0.814302, -0.901676], [-1.619362, 0.634069, -0.813898], [0.564659, -1.778772, 0.439619], [2.200370, -0.973392, 0.259131]], "forces_ev_per_a": [[-2.352, -1.438, -0.442], [-1.543, 0.955, 1.727], [-0.009, 0.912, -1.043], [0.950, -0.678, -2.347], [-0.592, -1.585, 0.510], [1.039, 1.807, -0.632], [-0.624, 1.220, 0.468], [1.175, -0.723, 1.637], [2.431, 0.264, -0.632], [-0.473, -0.735, 0.754]]}

=====

Entry 3:
{"formula": "C36H35ClN4O2PRuSSe2", "method": "ωB97M-V with the def2-TZVPD basis set", "fmax_ev_per_a": 0.7, "multiplicity": 2, "homo_energy_ha": [-0.2479, -0.2439], "gap_ha": [0.2240, 0.2093], "de_lowest_kj_mol": 0.0, "elements": ["Ru", "S", "C", "N", "N", "C", "C", "C", "C", "C", "C", "N", "N", "C", "C", "C", "C", "C", "C", "H", "H", "H", "H", "H", "H", "H", "H", "H", "H", "H", "O", "C", "C", "C", "O", "C", "Se", "C", "Se", "H", "H", "H", "H", "H", "H", "H", "H", "H", "H", "Cl", "C", "C", "C", "C", "C", "C", "P", "C", "C", "C", "C", "C", "C", "C", "C", "C", "C", "C", "C", "H", "H", "H", "H", "H", "H", "H", "H", "H", "H", "H", "H", "H", "H"], "coordinates": [[-0.841398, 0.497176, -0.292955], [-0.652305, -0.167014, 1.786254], [-0.652218, -1.908613, 1.524485], [-0.679446, -2.800715, 2.459934], [-0.746272, -2.368568, 3.701211], [-0.802067, -3.262103, 4.773883], [-0.767691, -4.639540, 4.576959], [-0.818512, -5.482554, 5.674684], [-0.904224, -4.973643, 6.964191], [-0.939255, -3.598835, 7.149111], [-0.887979, -2.742497, 6.062171], [-0.572921, -2.437285, 0.251400], [-0.589386, -1.614647, -0.691431], [-0.360581, -2.219400, -1.971174], [0.300609, -3.438583, -2.089557], [0.554781, -3.956005, -3.345626], [0.154880, -3.267634, -4.486654], [-0.516345, -2.060638, -4.360786], [-0.774909, -1.535750, -3.102910], [-0.829290, -1.374509, 3.881227], [-0.704684, -5.029491, 3.571820], [-0.792252, -6.553111, 5.516691], [-0.944613, -5.640629, 7.814574], [-1.007255, -3.186089, 8.147236], [-0.914335, -1.668810, 6.209328], [0.628212, -3.950137, -1.196194], [1.079629, -4.898333, -3.438239], [0.362496, -3.674990, -5.467624], [-0.846912, -1.524483, -5.240905], [-1.327338, -0.611485, -2.992820], [-3.567077, 3.018089, -1.757036], [-4.130119, 3.629222, -0.607076], [-4.037149, 2.726808, 0.628766], [-5.183950, 3.228186, 1.543429], [-5.191602, 2.683455, 2.849546], [-4.335140, 1.259048, 0.331130], [-3.134549, 0.088161, -0.683079], [-2.735320, 2.922911, 1.409853], [-1.028404, 2.802620, 0.471100], [-3.521013, 3.677429, -2.452266], [-5.188210, 3.854684, -0.803472], [-3.621385, 4.573274, -0.376320], [-6.143804, 3.049110, 1.042719], [-5.074489, 4.307513, 1.677608], [-5.450475, 1.759048, 2.799127], [-5.283952, 1.182177, -0.206140], [-4.449197, 0.735960, 1.283178], [-2.713734, 2.241744, 2.258673], [-2.734075, 3.937542, 1.815644], [-1.033083, 1.887579, -2.962158], [0.572529, 1.853250, -3.617891], [0.754024, 2.269968, -4.930766], [2.031391, 2.328649, -5.457069], [3.127321, 1.992858, -4.670190], [2.931906, 1.576947, -3.366933], [1.647991, 1.471691, -2.825099], [1.454612, 0.948104, -1.086038], [2.426760, -0.590486, -0.962419], [2.959788, -1.268817, -2.053250], [3.634035, -2.469180, -1.870035], [3.769476, -3.009463, -0.602033], [3.215349, -2.352254, 0.490402], [2.545570, -1.154143, 0.310802], [2.487270, 2.214019, -0.273274], [2.100052, 3.542445, -0.453192], [2.828750, 4.567286, 0.124583], [3.951113, 4.277197, 0.889518], [4.342965, 2.959977, 1.067160], [3.615743, 1.928829, 0.486814], [-0.106218, 2.555296, -5.520411], [2.173377, 2.653314, -6.479441], [4.130042, 2.064292, -5.069718], [3.785543, 1.336436, -2.744224], [2.834376, -0.883170, -3.056298], [4.038210, -2.987813, -2.729994], [4.291449, -3.947515, -0.462686], [3.295617, -2.778219, 1.482270], [2.092149, -0.657274, 1.162050], [1.222926, 3.776218, -1.045598], [2.514742, 5.593156, -0.016564], [4.518850, 5.078037, 1.345304], [5.220556, 2.728191, 1.656893], [3.940046, 0.906529, 0.625819]], "forces_ev_per_a": [[0.193, -0.018, -0.691], [0.136, -0.062, 0.158], [-0.062, 0.238, -0.023], [-0.019, -0.097, -0.050], [0.012, -0.018, 0.139], [-0.001, -0.011, 0.020], [0.006, 0.016, -0.027], [-0.003, 0.007, 0.032], [0.002, -0.015, -0.030], [-0.001, 0.007, 0.003], [-0.002, 0.008, 0.025], [0.093, -0.060, -0.203], [0.072, -0.004, 0.110], [-0.049, -0.036, -0.081], [0.015, 0.036, 0.098], [0.006, -0.001, -0.070], [-0.004, 0.004, 0.043], [0.017, -0.015, -0.004], [-0.093, 0.078, 0.018], [-0.002, 0.003, 0.037], [0.001, -0.008, -0.002], [-0.002, -0.001, 0.006], [0.001, -0.002, 0.000], [0.000, 0.002, 0.000], [-0.001, -0.001, 0.000], [0.009, -0.012, 0.006], [0.000, 0.003, 0.003], [0.001, -0.003, 0.000], [-0.006, 0.001, -0.004], [0.052, -0.083, -0.006], [-0.075, -0.065, 0.073], [0.005, -0.049, 0.016], [0.023, 0.066, -0.019], [0.003, 0.032, -0.053], [0.007, 0.019, 0.015], [-0.011, -0.010, -0.025], [-0.113, -0.021, 0.135], [-0.009, 0.007, -0.005], [-0.063, 0.199, 0.129], [0.022, 0.096, -0.076], [0.006, 0.004, 0.030], [0.018, -0.013, -0.018], [-0.002, -0.004, 0.011], [-0.013, -0.004, -0.003], [-0.003, -0.017, -0.006], [0.004, 0.001, -0.016], [-0.019, -0.006, -0.009], [0.005, -0.019, -0.015], [-0.006, -0.013, 0.045], [0.005, -0.003, -0.018], [0.023, -0.042, 0.004], [-0.015, 0.008, -0.010], [-0.005, -0.011, 0.016], [0.002, 0.003, 0.002], [-0.002, 0.056, -0.024], [-0.043, 0.040, 0.039], [-0.087, -0.156, 0.338], [-0.006, 0.015, -0.018], [-0.011, -0.028, -0.017], [-0.006, -0.005, -0.018], [-0.011, 0.000, 0.026], [0.014, -0.017, -0.012], [-0.017, -0.002, -0.001], [0.010, 0.009, -0.056], [-0.001, -0.003, 0.000], [0.010, -0.003, 0.009], [-0.009, 0.002, -0.007], [0.004, 0.003, 0.009], [-0.007, -0.013, 0.014], [0.000, 0.002, -0.002], [-0.001, 0.003, 0.000], [-0.003, -0.002, -0.004], [-0.008, 0.002, -0.011], [0.002, -0.023, 0.022], [0.002, -0.005, 0.003], [-0.001, 0.002, -0.002], [-0.002, 0.002, -0.001], [0.011, -0.015, -0.006], [-0.003, 0.006, 0.009], [0.001, 0.000, 0.000], [0.000, 0.001, -0.001], [-0.002, 0.001, 0.000], [0.008, 0.011, -0.002]]}